1.
The following is a DFT calculation (wB97M-V/def2-TZVPD) of an isolated ion of composition C33H39N2O and charge +1.

Properties
M   479.69 g/mol
DFT total energy   -1465.2698 Ha
HOMO level   -10.792 eV
LUMO energy   -5.872 eV
Net charge   +1
Energy relative to the best compared isomer or geometry (same formula, charge and spin)   0.000 eV
Strongest force on any atom   0.1006 hartree/bohr
Orbital gap   4.9 eV

The geometry in XYZ format:
```
75
Properties=species:S:1:pos:R:3:mulliken_charge:R:1
C -2.87042 -3.26516 4.13297 -1.5007
C -2.02015 -2.21133 3.49702 0.3005
C -2.31307 -0.85859 3.66227 -1.0770
C -1.49970 0.14080 3.12161 1.0490
C -1.74856 1.54686 3.59445 -1.3402
C -0.47404 -0.22374 2.21867 0.8788
C 0.38789 0.78078 1.46209 0.6552
C 1.62601 1.17350 2.29077 -1.4796
C -0.27741 2.04874 0.94633 -2.6680
C -1.70260 1.89780 0.28135 0.2624
N -2.34606 3.04877 0.91070 -0.6154
N -3.61393 2.93265 0.73112 -0.1620
C -4.03731 2.81002 -0.49588 1.8127
C -3.98831 4.04133 -1.37559 -0.3424
C -4.60941 5.25081 -0.66437 -0.9197
C -5.82953 4.80183 0.16335 -1.0218
C -6.80265 3.96549 -0.64254 0.8210
C -7.99329 4.56329 -1.06309 -0.8623
C -8.88496 3.88702 -1.89756 -0.5469
C -8.62786 2.55836 -2.25389 -0.6533
C -7.46512 1.93259 -1.79351 -0.7686
C -6.51465 2.64214 -1.04429 0.3174
C -5.23266 1.93733 -0.65500 -0.6072
O -5.15991 0.72097 -0.45258 -0.5753
C -1.62643 1.73817 -1.21583 1.6027
C -1.92377 0.47997 -1.77634 0.8018
C -2.29046 -0.70800 -0.92247 -1.3192
C -1.93280 0.34728 -3.16616 -0.8912
C -1.55704 1.40016 -3.99476 0.5529
C -1.57106 1.23391 -5.48326 -1.6252
C -1.11946 2.59110 -3.41010 -1.1559
C -1.10091 2.76288 -2.01977 0.3838
C -0.59400 4.07803 -1.46462 -1.7573
C -0.10648 -1.58673 2.12788 0.9056
C 1.13847 -2.03490 1.40369 -1.6825
C -0.90139 -2.55420 2.73587 -0.8719
H -2.34583 -4.22326 4.13218 0.3722
H -3.11191 -3.00260 5.16884 0.3717
H -3.82059 -3.40191 3.60163 0.2931
H -3.17040 -0.55939 4.26645 0.4252
H -0.82476 2.09560 3.82165 0.1680
H -2.32846 2.13622 2.87309 0.0854
H -2.34757 1.51596 4.51364 0.5782
H 0.74546 0.26538 0.55552 0.2624
H 2.18992 0.28931 2.60330 0.3329
H 2.29017 1.82060 1.69906 0.4247
H 1.32555 1.72064 3.20000 0.2970
H -0.38015 2.80069 1.74533 0.4877
H 0.39128 2.50424 0.19652 0.7040
H -2.14361 0.97728 0.70705 1.1006
H -4.53553 3.80678 -2.30428 0.5522
H -2.96057 4.23766 -1.68310 -0.1966
H -4.89826 5.99664 -1.41605 0.5193
H -3.86513 5.72888 -0.00702 0.3314
H -6.33828 5.68715 0.55992 0.6106
H -5.44687 4.21353 1.00667 0.3594
H -8.19582 5.58895 -0.74546 0.3827
H -9.78202 4.39641 -2.25739 0.4013
H -9.32306 2.01308 -2.89088 0.4035
H -7.25952 0.89059 -2.03671 0.4849
H -2.27863 -1.62448 -1.53070 0.5488
H -1.58923 -0.87091 -0.08576 0.0258
H -3.30873 -0.59534 -0.51962 0.1928
H -2.23515 -0.60532 -3.59944 0.4799
H -1.61658 2.20454 -5.98948 0.3988
H -0.65802 0.72642 -5.82501 0.3088
H -2.42100 0.62301 -5.80836 0.4045
H -0.79580 3.41338 -4.04963 0.4466
H -0.88409 4.90491 -2.12949 0.5045
H -0.99348 4.29464 -0.46444 0.3647
H 0.50609 4.10570 -1.40628 0.3511
H 1.16767 -3.12910 1.38704 0.4540
H 1.16899 -1.69648 0.36016 0.3006
H 2.05778 -1.69223 1.89867 0.2511
H -0.63396 -3.60680 2.61741 0.3163
```



2.
The following is a DFT calculation (wB97M-V/def2-TZVPD) of C33H39N9O7S6SiSn as an isolated structure.

Properties
M   1012.93 g/mol
DFT total energy   -5193.5211 Ha
HOMO level   -2.217 eV
LUMO energy   3.338 eV
Net charge   -2
Energy relative to the best compared isomer or geometry (same formula, charge and spin)   0.636 eV
Strongest force on any atom   0.0691 hartree/bohr
Orbital gap   5.6 eV

The geometry in XYZ format:
```
96
Properties=species:S:1:pos:R:3:mulliken_charge:R:1
Sn -1.96551 -0.18033 -0.44649 1.1499
C 1.25062 -3.15343 2.63763 -1.7914
C 1.62168 -1.71489 2.38212 1.8544
C 2.68255 -1.19162 3.34895 -1.3089
C 1.93465 -1.49157 0.87947 -1.0624
O 0.34705 -1.06473 2.68397 0.3093
Si -0.03635 0.53623 2.77601 -1.3159
S -2.06053 0.72531 1.98929 -0.7360
O 1.11292 1.38848 1.93978 1.0353
C 1.46082 2.81391 2.09364 1.6063
C 0.26839 3.64773 1.72211 -1.0463
C 2.58549 2.96885 1.06648 -1.5818
C 1.96031 3.11653 3.47869 -1.6724
O -0.15114 1.01994 4.35766 0.0525
C -1.11562 0.67651 5.43555 1.7503
C -0.32966 0.74296 6.75181 -1.7609
C -2.18302 1.75545 5.37060 -1.4387
C -1.72429 -0.71594 5.27435 -1.3146
H 2.05899 -3.84458 2.43759 0.3711
H 0.37399 -3.51663 2.10435 0.2614
H 0.94186 -3.21701 3.68467 0.4304
H 3.61541 -1.84263 3.27999 0.4195
H 2.30213 -1.21798 4.37734 0.2307
H 2.97327 -0.19424 3.00723 0.1221
H 2.75546 -2.09005 0.49882 0.6074
H 2.15838 -0.40704 0.73242 -0.1181
H 1.01252 -1.76253 0.30395 -0.0142
H 0.07502 3.43525 0.67180 0.0549
H 0.55822 4.71583 1.85293 0.4232
H -0.62186 3.44348 2.33147 0.1521
H 2.21802 2.84913 0.05623 0.1741
H 3.41671 2.24425 1.26651 0.2818
H 2.99659 3.98263 1.14743 0.4253
H 1.20365 2.88448 4.23739 0.1874
H 2.28756 4.17880 3.57877 0.4387
H 2.87523 2.53701 3.65422 0.3516
H 0.19847 1.69847 6.89046 0.2952
H 0.43002 -0.05736 6.77966 0.3663
H -1.01017 0.50366 7.59272 0.4097
H -1.74158 2.76179 5.42129 0.2344
H -2.89466 1.58124 6.17370 0.4675
H -2.72655 1.70572 4.41022 0.2246
H -0.94409 -1.48488 5.09858 0.1375
H -2.38996 -0.76863 4.41897 0.2149
H -2.23284 -0.99451 6.20458 0.5406
N -3.84792 -4.57674 0.92220 0.1080
C -3.55383 -3.29329 1.19466 -0.5805
N -3.24020 -2.64802 0.06724 0.3251
C -3.31999 -3.61096 -0.87413 0.2446
N -3.64999 -4.80173 -0.39097 -0.7070
C -3.12741 -3.40015 -2.27154 0.1557
C -3.07743 -4.49532 -3.13699 -0.4200
N -2.69266 -4.39776 -4.43534 -0.6302
C -2.42646 -3.16469 -4.83325 -0.3049
C -2.48352 -2.05038 -3.98930 -0.2307
N -2.92357 -2.14714 -2.72895 0.0194
H -4.26191 -5.29704 1.46371 0.2009
H -3.50752 -2.87531 2.21860 0.4273
H -3.21574 -5.50271 -2.72564 0.4341
H -2.16735 -3.03174 -5.87613 0.4108
H -2.22471 -1.05287 -4.32816 0.4499
O -2.13945 1.92902 -2.93642 -0.6515
C -1.06726 1.90926 -2.38607 0.2675
O -0.82956 1.49011 -1.12134 -0.5217
C 0.15329 2.45333 -2.99350 0.5407
C 1.38984 1.75594 -2.78503 -0.3469
C 2.53547 2.18050 -3.42193 -1.0663
C 2.49938 3.16472 -4.40566 -0.4333
C 1.28734 3.84562 -4.51630 0.1081
C 0.13399 3.57230 -3.80584 -0.5890
N 1.30992 4.81864 -5.55475 0.9605
O 2.33172 4.87352 -6.27674 -0.6270
O 0.30918 5.52305 -5.79992 -0.6340
H 1.39168 0.88712 -2.13009 0.8324
H 3.45815 1.61661 -3.24711 0.4674
H 3.34050 3.56901 -5.00946 0.4569
H -0.74073 4.17413 -4.04459 0.5389
C 6.16598 -2.47589 -3.43574 -0.9920
S 4.67627 -1.61964 -2.84011 0.1221
C 4.01707 -1.01547 -4.30959 -0.3664
C 2.65739 -1.22640 -4.58478 -0.0145
S 1.50264 -1.96244 -3.61242 -0.1670
S 2.27658 -0.76717 -6.27325 -0.1423
C 3.76872 0.15182 -6.56000 0.1113
S 3.98522 1.14940 -7.82955 -0.2790
S 5.04669 -0.19560 -5.40416 -0.1165
H 6.33405 -3.38801 -2.81583 0.3136
H 7.02508 -1.84038 -3.24226 0.2673
H 6.03518 -2.84227 -4.47040 0.2984
N -4.11521 0.65319 -0.83441 -0.5038
C -5.19179 0.30470 -0.48725 0.6097
C -6.37147 -0.30028 -0.05995 0.1990
C -7.49301 0.43656 0.34425 -0.0517
N -8.43982 1.07303 0.66000 -0.6100
C -6.46344 -1.69757 -0.02660 0.2716
N -6.60753 -2.85763 -0.01416 -0.5737
```